The following is a DFT calculation (ωB97M-V/def2-TZVPD) of a structure of composition C27H42Cl2NPPd.

Computed properties:
E_HOMO (spin up / spin down)   -14.3840 / -14.3834 eV
HOMO-LUMO gap (spin up / spin down)   5.71 / 5.71 eV
Total charge   +2

Last column: Löwdin charge in e.
CARTESIAN COORDINATES (ANGSTROEM)
Pd1 -0.58977 -0.02407 -0.05283  0.73
C1 -1.90909 -3.20850 -0.18613  -0.03
C2 -1.76332 -1.93323 -0.99109  -0.24
C3 -2.63650 -0.84942 -0.74006  -0.30
C4 -3.79427 -1.06108 0.20793  -0.04
C5 -2.46551 0.33303 -1.48417  -0.23
C6 -3.32707 1.54733 -1.24452  -0.03
C7 -1.55953 0.34398 -2.62076  -0.17
C8 -1.36633 1.63155 -3.36443  -0.01
C9 -0.93708 -0.81277 -3.03372  -0.20
C10 -0.24669 -0.90346 -4.37692  -0.01
C11 -0.95651 -1.92658 -2.17129  -0.15
C12 -0.19595 -3.15610 -2.56366  -0.01
H1 -2.57277 -3.90844 -0.70182  0.12
H2 -2.33128 -3.02778 0.79580  0.07
H3 -0.96105 -3.71861 -0.04736  0.06
H4 -3.48002 -1.37019 1.20387  0.07
H5 -4.42342 -1.86192 -0.18492  0.11
H6 -4.41938 -0.18209 0.31420  0.07
H7 -4.13052 1.58601 -1.98463  0.12
H8 -2.75743 2.46859 -1.34917  0.07
H9 -3.78316 1.54834 -0.26035  0.06
H10 -2.24678 1.87448 -3.96706  0.12
H11 -0.50485 1.59285 -4.02279  0.09
H12 -1.21487 2.45643 -2.66763  0.07
H13 0.81883 -0.66257 -4.31532  0.10
H14 -0.69730 -0.22656 -5.09729  0.09
H15 -0.32838 -1.90795 -4.78570  0.09
H16 -0.82002 -3.76494 -3.22793  0.13
H17 0.06558 -3.78054 -1.71711  0.06
H18 0.71233 -2.91054 -3.10816  0.09
C13 2.05070 -3.19179 0.66850  -0.08
C14 1.70779 -2.12576 1.70727  -0.50
C15 0.46742 -2.53826 2.51163  -0.09
P1 1.46638 -0.45806 0.99157  1.04
C16 1.93811 0.72200 2.32353  -0.52
C17 1.08792 0.61978 3.59760  -0.11
C18 3.42140 0.58932 2.70593  -0.08
C19 2.74601 -0.17540 -0.31292  -0.51
C20 2.34594 -0.78877 -1.65551  -0.11
C21 3.02723 1.31520 -0.53837  -0.11
H19 2.22839 -4.13658 1.18377  0.10
H20 2.94697 -2.95836 0.09697  0.08
H21 1.22357 -3.34722 -0.02405  0.05
H22 2.55887 -2.00382 2.38238  0.11
H23 -0.43040 -2.47301 1.89729  0.04
H24 0.31658 -1.92713 3.39943  0.07
H25 0.57214 -3.57362 2.83899  0.10
H26 1.77275 1.69915 1.86367  0.08
H27 1.47738 -0.15729 4.25614  0.09
H28 0.04203 0.40144 3.40873  0.01
H29 1.14099 1.56115 4.14877  0.09
H30 3.60018 -0.33129 3.26291  0.08
H31 3.69113 1.41732 3.36422  0.10
H32 4.10139 0.61078 1.85862  0.07
H33 3.64709 -0.67796 0.05312  0.12
H34 1.48300 -0.26142 -2.06166  0.05
H35 2.10644 -1.84680 -1.59217  0.05
H36 3.17031 -0.67312 -2.36204  0.10
H37 2.12229 1.83644 -0.85503  0.03
H38 3.76014 1.41278 -1.34122  0.10
H39 3.43253 1.82404 0.33311  0.07
Cl1 -2.02579 0.98614 2.10812  0.88
C22 -1.41479 2.54235 1.93005  -0.55
C23 -1.75706 3.54252 2.78136  -0.05
C24 -1.21765 4.82544 2.54771  0.05
C25 -0.36525 5.13422 1.48956  -0.06
C26 -0.02350 4.14952 0.59858  -0.57
Cl2 1.00003 4.48649 -0.68404  0.88
C27 -0.51917 2.76545 0.76324  -0.42
N1 -0.18167 1.89352 -0.10930  0.04
H40 -2.42430 3.36596 3.61289  0.13
H41 -1.48992 5.62239 3.23184  0.14
H42 0.01848 6.13699 1.36384  0.13


The following is a DFT calculation (ωB97M-V/def2-TZVPD) of a cluster of 9 separate species, C27H42F4O27 in total.

Computed properties:
Energy above the lowest of the compared OMol25 structures with the same formula, charge and spin   2.920 eV
E_HOMO   -10.5064 eV
HOMO-LUMO gap   10.80 eV
Total charge   0

Last column: Löwdin charge in e.
CARTESIAN COORDINATES (ANGSTROEM)
C1 8.40195 -0.92465 1.48831  0.00
O1 6.93326 -1.02996 1.34955  -0.02
C2 6.42779 -1.08797 0.11402  -0.52
O2 7.10736 -1.12493 -0.92268  0.09
O3 5.06155 -0.89595 0.18364  -0.03
C3 4.26906 -1.05152 -0.97533  -0.06
H1 8.55305 -0.69493 2.54306  0.09
H2 8.83933 -0.10529 0.91782  0.09
H3 8.98727 -1.80009 1.20702  0.09
H4 4.72153 -0.73079 -1.91367  0.10
H5 3.42376 -0.36444 -0.93692  0.07
H6 3.87048 -2.06260 -1.05875  0.11
C4 2.70199 -0.42060 -7.02146  -0.03
O4 1.48671 -0.53805 -6.27441  -0.02
C5 1.41174 -1.10211 -5.05257  -0.56
O5 2.22273 -1.85284 -4.60392  0.13
O6 0.19256 -0.90495 -4.45818  -0.02
C6 -0.15283 -1.19391 -3.09873  -0.05
H7 3.28766 -1.33828 -6.96716  0.09
H8 3.20555 0.40352 -6.51613  0.10
H9 2.59276 -0.26450 -8.09467  0.09
H10 -1.18157 -1.54322 -3.01054  0.08
H11 0.09490 -0.38814 -2.40773  0.08
H12 0.33507 -2.06775 -2.66693  0.08
C7 4.10600 -1.35307 3.47329  -0.07
O7 3.39725 -2.53775 3.50733  -0.04
C8 2.49735 -2.98601 4.45649  -0.51
O8 2.19175 -2.34323 5.42226  0.16
O9 2.07491 -4.22210 4.08098  -0.02
C9 1.20781 -4.91100 4.84407  -0.11
H13 4.53556 -1.13120 4.45019  0.10
H14 3.51052 -0.49396 3.16435  0.10
H15 5.01198 -1.42194 2.87114  0.08
H16 1.58681 -5.14942 5.83786  0.11
H17 0.97462 -5.89270 4.43176  0.09
H18 0.22239 -4.44981 4.91000  0.11
C10 -6.52227 1.64749 -0.76156  0.01
O10 -5.86936 1.69762 -2.12211  -0.03
C11 -4.61861 1.15284 -2.31071  -0.46
O11 -3.86202 0.66383 -1.45116  0.08
O12 -4.45014 1.12084 -3.70014  -0.04
C12 -3.14444 0.91459 -4.25680  -0.03
H19 -7.40324 2.28873 -0.73314  0.09
H20 -5.87374 2.11887 -0.02311  0.08
H21 -6.79187 0.62874 -0.48305  0.09
H22 -2.55405 1.81401 -4.08185  0.10
H23 -3.09975 0.70147 -5.32483  0.10
H24 -2.68485 0.13257 -3.65238  0.07
C13 1.50041 -1.22608 0.84050  -0.04
O13 0.44936 -0.38739 1.29742  0.00
C14 -0.05127 0.69414 0.57263  -0.59
O14 0.39156 1.12524 -0.50136  0.07
O15 -1.07294 1.06673 1.14644  0.06
C15 -1.71547 2.28472 0.77885  0.00
H25 1.75584 -1.97002 1.59508  0.09
H26 2.42913 -0.67683 0.68592  0.06
H27 1.25410 -1.78065 -0.06498  0.09
H28 -2.48065 2.61252 1.48253  0.09
H29 -2.18420 2.29246 -0.20518  0.09
H30 -0.92314 3.03039 0.84438  0.09
C16 2.08950 3.69034 0.03898  -0.04
C17 3.48967 4.27756 0.28134  -0.27
O16 3.57458 4.09208 1.65795  0.13
C18 2.38672 3.93082 2.26434  -0.56
O17 2.19491 4.04319 3.47951  0.14
O18 1.54189 3.82807 1.31809  0.10
F1 3.52742 5.61540 -0.07244  0.05
H31 2.13866 2.63452 -0.22732  0.12
H32 1.56103 4.29248 -0.70012  0.15
H33 4.31689 3.72985 -0.17011  0.17
C19 -3.80245 -1.91086 0.64687  -0.05
C20 -4.20318 -0.68996 1.50840  -0.29
O19 -3.14775 -0.64024 2.47728  0.12
C21 -2.66978 -1.91653 2.58996  -0.49
O20 -1.68065 -2.19779 3.28450  0.12
O21 -3.22983 -2.69919 1.65854  0.07
F2 -5.38713 -0.86745 2.12913  0.07
H34 -3.06824 -1.60474 -0.09832  0.12
H35 -4.56371 -2.45652 0.08934  0.15
H36 -4.24156 0.31671 1.09218  0.14
C22 -5.31979 7.21452 -0.91308  -0.04
C23 -6.14890 5.86019 -0.80503  -0.28
O22 -5.18760 4.98277 -0.15053  0.09
C24 -3.97102 5.57132 0.03156  -0.43
O23 -3.05208 5.03245 0.69222  0.11
O24 -3.99342 6.84607 -0.51967  0.05
F3 -6.51671 5.26801 -1.91845  0.11
H37 -5.69014 7.80576 -0.07560  0.13
H38 -5.52266 7.83316 -1.78727  0.14
H39 -7.00529 5.94082 -0.13555  0.16
C25 0.35662 -4.80662 1.47128  -0.04
C26 -0.81713 -5.79464 1.38487  -0.28
O25 -1.62344 -5.34732 0.29445  0.13
C27 -1.01285 -4.24417 -0.24854  -0.44
O26 -1.51953 -3.48339 -1.15076  0.07
O27 0.21439 -4.14169 0.24738  0.06
F4 -1.53588 -5.72774 2.52496  0.07
H40 1.31848 -5.31843 1.44038  0.15
H41 0.18689 -4.07931 2.26521  0.13
H42 -0.57591 -6.85017 1.25933  0.17


The following is a DFT calculation (ωB97M-V/def2-TZVPD) of an isolated molecule of C27H42N4O2.

Computed properties:
Energy above the lowest of the compared OMol25 structures with the same formula, charge and spin   4.517 eV
E_HOMO   -8.9967 eV
HOMO-LUMO gap   9.32 eV
Total charge   0

Last column: Löwdin charge in e.
CARTESIAN COORDINATES (ANGSTROEM)
C1 -4.88137 0.98601 -1.05425  -0.07
C2 -3.65652 1.80214 -1.51147  -0.24
N1 -2.61975 1.84330 -0.45946  0.02
C3 -2.22481 3.16796 -0.00299  -0.44
C4 -3.41076 3.87407 0.51273  -0.17
N2 -4.33616 4.45114 0.88410  0.21
C5 -1.60528 4.09654 -1.06589  -0.08
C6 -0.39456 3.51438 -1.74810  -0.41
C7 -0.61281 2.76079 -3.03576  -0.02
N3 0.74700 3.67354 -1.21927  0.17
C8 -1.25774 2.93790 1.19093  -0.24
C9 -0.62882 4.17323 1.63381  -0.20
N4 -0.06156 5.13339 1.92820  0.19
C10 -1.97403 2.24568 2.36891  -0.11
C11 -1.16333 1.03783 2.80978  -0.23
O1 -1.78020 0.44983 3.91883  -0.12
C12 -0.91160 -0.17773 4.82639  -0.17
C13 -0.64480 -1.65003 4.49664  -0.14
O2 0.74773 -1.96702 4.51824  -0.06
C14 1.32312 -1.97321 3.26619  -0.30
C15 1.25044 -3.10574 2.48738  0.01
C16 1.80964 -3.10297 1.22885  -0.03
C17 2.46162 -1.99369 0.71627  -0.19
C18 3.09203 -1.98244 -0.67236  -0.47
C19 4.53667 -2.50050 -0.45917  -0.04
C20 3.21402 -0.55794 -1.23357  -0.04
C21 2.43898 -2.96672 -1.66016  -0.12
C22 1.11796 -2.57215 -2.35865  -0.54
C23 0.17349 -1.71875 -1.50693  -0.05
C24 1.35746 -1.88545 -3.72746  -0.04
C25 0.35471 -3.88631 -2.64063  -0.06
C26 2.52632 -0.87365 1.52797  -0.02
C27 1.97288 -0.85750 2.79363  0.00
H1 -4.95467 0.06870 -1.62636  0.06
H2 -5.80439 1.54772 -1.12172  0.07
H3 -4.71885 0.68771 -0.02545  0.07
H4 -3.95067 2.79941 -1.81810  0.11
H5 -3.23936 1.29325 -2.37368  0.10
H6 -1.77155 1.39657 -0.78596  0.11
H7 -2.33907 4.35623 -1.82224  0.12
H8 -1.29443 5.02903 -0.60728  0.12
H9 -1.20903 3.38030 -3.70328  0.09
H10 0.32909 2.54309 -3.52340  0.08
H11 -1.17944 1.84721 -2.88771  0.06
H12 1.46671 3.23365 -1.78898  0.05
H13 -0.49329 2.25984 0.81912  0.14
H14 -2.05632 2.92028 3.21271  0.13
H15 -2.95693 1.90210 2.07085  0.11
H16 -1.11312 0.34222 1.96538  0.13
H17 -0.13810 1.35658 3.01882  0.12
H18 0.04277 0.34277 4.89730  0.12
H19 -1.38782 -0.12887 5.79958  0.12
H20 -1.06596 -1.90036 3.52529  0.13
H21 -1.11828 -2.28363 5.23886  0.12
H22 0.76244 -3.98910 2.86478  0.13
H23 1.71814 -4.00186 0.64467  0.11
H24 5.05754 -1.91662 0.29030  0.09
H25 5.06992 -2.51828 -1.40558  0.09
H26 4.47889 -3.52917 -0.10796  0.09
H27 3.29383 -0.55901 -2.31231  0.07
H28 4.13767 -0.11879 -0.86402  0.08
H29 2.42163 0.10194 -0.90450  0.06
H30 3.17458 -3.11810 -2.44992  0.12
H31 2.33451 -3.93076 -1.18215  0.09
H32 0.53788 -0.70759 -1.35869  0.06
H33 -0.77629 -1.64319 -2.02900  0.08
H34 0.00640 -2.17377 -0.53584  0.08
H35 1.14080 -2.57757 -4.53257  0.07
H36 2.35632 -1.48540 -3.84240  0.06
H37 0.64294 -1.07529 -3.85025  0.07
H38 0.83232 -4.45832 -3.42995  0.08
H39 0.37246 -4.50729 -1.74630  0.08
H40 -0.69086 -3.70057 -2.86278  0.08
H41 3.01372 0.02645 1.19216  0.11
H42 2.05204 0.01885 3.41487  0.12